The following is a quantum chemistry calculation of a structure of composition C23H14ClIN3O4Pd, from the OMol25 dataset.

Last column: Löwdin charge in e.
Cartesian coordinates (Å):
I -0.833905 -0.358208 5.352060  0.88
Pd -0.381603 -0.089206 0.009739  1.06
Cl -0.595202 -5.837893 3.803553  0.64
O -2.288216 0.090740 -1.282418  -0.14
O 1.241207 0.182839 -1.491921  -0.13
O -0.675782 -0.186930 2.148644  -0.16
O 3.426066 -0.533733 -2.507450  0.04
N -0.268848 1.828471 -0.291301  -0.13
N -0.371949 -2.081478 0.281410  -0.02
N 1.040712 2.292233 -0.561523  0.08
C -3.080189 0.995835 -0.853971  -0.41
C 3.715931 2.862305 -1.182028  -0.04
C 3.134837 1.637221 -1.504279  -0.08
C -0.678059 -1.814551 3.882261  -0.66
C -0.311166 -2.956633 -0.685873  -0.09
C -3.561104 3.280499 -0.040795  -0.08
C -4.917552 3.054952 -0.045588  -0.13
C 3.919319 0.663710 -2.137699  -0.27
C -0.587459 -4.160302 3.303513  -0.62
C -4.497730 0.807765 -0.854279  -0.04
C -0.417082 -4.768428 0.871526  -0.03
C -0.669101 -3.170053 4.241687  -0.19
C 5.261853 0.932092 -2.419744  -0.03
C -1.236629 2.647380 -0.422621  -0.07
C 1.706871 1.351456 -1.165516  -0.45
C -0.495535 -3.834028 1.931928  -0.18
C -2.639930 2.287332 -0.398864  -0.16
C -0.333940 -4.341823 -0.417678  -0.04
C -0.487076 -2.471462 1.584642  -0.12
C 5.042852 3.131038 -1.462282  -0.11
C -5.369511 1.789202 -0.458935  -0.12
C 5.814098 2.151670 -2.084994  -0.11
C -0.618127 -1.393417 2.548184  -0.46
H -0.949946 3.682091 -0.609799  0.13
H -3.178672 4.251520 0.259964  0.10
H 5.842897 0.161727 -2.909674  0.11
H -0.231696 -2.560685 -1.690793  0.12
H -0.731794 -3.441264 5.287207  0.09
H -6.434944 1.584658 -0.470982  0.09
H -5.612181 3.827506 0.254037  0.08
H -4.856464 -0.160010 -1.183839  0.10
H 2.457083 -0.493834 -2.288633  0.06
H -0.284882 -5.042075 -1.239393  0.10
H -0.429790 -5.825591 1.101657  0.09
H 6.855777 2.345267 -2.312970  0.09
H 3.091636 3.595581 -0.689793  0.10
H 5.474941 4.086535 -1.196396  0.09

Forces on atoms 1 to 3 (eV/Å):
I -0.007 0.052 0.047
Pd 0.060 -0.129 -0.226
Cl 0.001 0.090 -0.023

2S+1: 1
Electronic energy (eV): -60843.7208
Kohn-Sham gap (Ha): 0.243
Total charge: -1
ΔE to the lowest compared entry with this formula, charge and spin (kJ/mol): 11.5